Entry 1:
The following is a quantum chemistry calculation of an isolated molecule of C2H6N4S, from the Open Molecules 2025 dataset.

Properties
Kohn-Sham gap: 10.15 eV
Relative energy (zero: lowest compared OMol25 entry of this formula, charge and spin): 0.574 eV
Calculated total energy: -18966.4715 eV
LUMO level: 0.62 eV

XYZ file:
```
13
Properties=species:S:1:pos:R:3:nbo_charge:R:1
H 1.603 -0.613 1.543 0.33
N 2.267 0.072 1.157 -0.67
C 2.149 0.152 -0.113 0.28
N 1.299 -0.575 -0.964 -0.78
S -0.044 -1.395 -0.381 0.40
C -1.201 -0.030 -0.161 0.28
N -2.298 -0.408 0.592 -0.83
N -0.952 1.067 -0.755 -0.73
H -1.672 1.771 -0.521 0.34
H 2.780 0.824 -0.663 0.17
H 1.147 -0.100 -1.839 0.41
H -2.128 -1.081 1.312 0.40
H -2.950 0.316 0.792 0.39
```

Entry 2:
The following is a quantum chemistry calculation of an isolated molecule of C2H6N4S, from the Open Molecules 2025 dataset.

Properties
Kohn-Sham gap (spin up / spin down): 8.65 / 8.65 eV
Relative energy (zero: lowest compared OMol25 entry of this formula, charge and spin): 3.730 eV
Calculated total energy: -18963.3151 eV
LUMO level (spin up / spin down): 0.18 / 0.18 eV

XYZ file:
```
13
Properties=species:S:1:pos:R:3:nbo_charge:R:1
C 1.362 -0.371 -0.866 -0.64
C 0.562 0.647 -0.096 0.08
N 0.245 -0.009 1.464 -0.16
N -0.926 -0.405 1.375 -0.10
S -1.821 -1.179 2.451 -0.03
N -1.592 -0.080 0.103 -0.31
N -0.774 0.833 -0.558 -0.46
H 2.219 -0.696 -0.281 0.23
H 1.716 0.099 -1.780 0.23
H 0.754 -1.231 -1.132 0.22
H 1.105 1.567 0.082 0.21
H -1.733 -0.943 -0.419 0.38
H -1.118 1.769 -0.344 0.37
```

Entry 3:
The following is a quantum chemistry calculation of an isolated molecule of C2H6N4S, from the Open Molecules 2025 dataset.

Properties
Kohn-Sham gap: 10.00 eV
Relative energy (zero: lowest compared OMol25 entry of this formula, charge and spin): 1.839 eV
Calculated total energy: -18965.2061 eV
LUMO level: 0.64 eV

XYZ file:
```
13
Properties=species:S:1:pos:R:3:nbo_charge:R:1
H 0.702 -0.902 -2.498 0.32
N -0.199 -0.860 -1.844 -0.66
C 0.306 -0.501 -0.682 0.33
N 1.520 -0.021 -0.384 -0.83
C -0.554 -0.509 0.468 0.35
N -1.388 -1.401 0.808 -0.59
H -1.347 -2.067 0.006 0.36
N -0.278 0.614 1.427 -0.78
S -0.227 2.130 0.540 0.14
H 1.848 0.081 0.676 0.43
H 2.232 0.420 -1.040 0.42
H -0.994 0.560 2.205 0.41
H -1.622 2.455 0.320 0.12
```

Entry 4:
The following is a quantum chemistry calculation of an isolated molecule of C2H6N4S, from the Open Molecules 2025 dataset.

Properties
Kohn-Sham gap: 9.56 eV
Relative energy (zero: lowest compared OMol25 entry of this formula, charge and spin): 3.939 eV
Calculated total energy: -18963.1062 eV
LUMO level: 0.57 eV

XYZ file:
```
13
Properties=species:S:1:pos:R:3:nbo_charge:R:1
C 3.016 -0.386 -0.117 0.39
C -1.339 -1.114 -0.250 -0.40
N 3.618 -1.385 -0.137 -0.34
N 0.463 2.135 0.899 -1.16
N -0.236 -0.121 -0.185 -0.89
N 2.185 0.693 -0.129 -0.84
S 0.856 0.705 0.990 1.45
H -1.051 -1.760 -1.129 0.20
H -2.390 -0.800 -0.383 0.19
H -0.006 2.517 1.677 0.39
H -0.491 0.664 -0.935 0.38
H -1.296 -1.684 0.622 0.20
H 2.851 1.544 0.009 0.44
```

Entry 5:
The following is a quantum chemistry calculation of an isolated molecule of C2H6N6, from the Open Molecules 2025 dataset.

Properties
Kohn-Sham gap: 9.62 eV
Relative energy (zero: lowest compared OMol25 entry of this formula, charge and spin): 1.528 eV
Calculated total energy: -11108.7703 eV
LUMO level: 0.92 eV

XYZ file:
```
14
Properties=species:S:1:pos:R:3:nbo_charge:R:1
N 1.418 -1.650 -1.204 -0.69
N 0.239 -0.900 -1.064 -0.45
C -0.043 -0.411 0.188 0.51
N 0.590 -0.475 1.333 -0.53
C -0.006 0.484 2.096 0.16
N -0.939 1.178 1.560 -0.30
N -1.080 0.696 0.278 -0.11
N -1.334 1.382 -0.879 -0.62
H 2.182 -1.233 -1.695 0.36
H 1.831 -2.209 -0.506 0.37
H -0.558 -1.421 -1.523 0.39
H 0.202 0.460 3.244 0.20
H -0.489 1.946 -1.186 0.34
H -2.013 2.153 -0.643 0.37
```

Entry 6:
The following is a quantum chemistry calculation of the ion C2H6NO with charge -1, from the Open Molecules 2025 dataset.

Properties
Kohn-Sham gap: 6.90 eV
Relative energy (zero: lowest compared OMol25 entry of this formula, charge and spin): 1.141 eV
Total charge: -1
Calculated total energy: -5707.1964 eV
LUMO level: 4.73 eV

XYZ file:
```
10
Properties=species:S:1:pos:R:3:nbo_charge:R:1
C 0.175 -1.106 -1.203 -0.45
N 0.191 0.354 -0.862 -0.75
C -0.485 0.758 0.574 0.12
O 0.100 0.069 1.592 -0.98
H -0.784 -1.427 -0.923 0.18
H 0.797 -1.575 -0.418 0.20
H 0.361 -1.179 -2.220 0.17
H 1.129 0.850 -0.646 0.33
H -1.502 0.556 0.615 0.09
H -0.274 1.836 0.657 0.07
```

Entry 7:
The following is a quantum chemistry calculation of the ion C2H6NO with charge -1, from the Open Molecules 2025 dataset.

Properties
Kohn-Sham gap: 6.51 eV
Relative energy (zero: lowest compared OMol25 entry of this formula, charge and spin): 0.611 eV
Total charge: -1
Calculated total energy: -5707.7262 eV
LUMO level: 4.51 eV

XYZ file:
```
10
Properties=species:S:1:pos:R:3:nbo_charge:R:1
N 0.121 0.088 1.420 -0.86
C -0.497 -0.043 0.039 -0.27
C 0.631 -0.113 -1.068 0.00
O 0.140 -0.011 -2.308 -0.96
H -0.410 -0.536 1.997 0.33
H -0.076 1.039 1.702 0.34
H -1.229 -0.863 0.087 0.14
H -1.181 0.725 -0.360 0.17
H 1.276 0.736 -0.688 0.05
H 1.226 -1.022 -0.821 0.07
```

Entry 8:
The following is a quantum chemistry calculation of a cluster of 2 separate species, C2H6NO2 in total, from the Open Molecules 2025 dataset.

Properties
Kohn-Sham gap: 7.59 eV
Relative energy (zero: lowest compared OMol25 entry of this formula, charge and spin): 1.918 eV
Total charge: -1
Calculated total energy: -7756.3484 eV
LUMO level: 4.14 eV

XYZ file:
```
11
Properties=species:S:1:pos:R:3:nbo_charge:R:1
C 0.018 -2.753 -0.723 -0.24
O 0.851 -1.666 -0.946 -0.82
H -0.903 -2.655 -1.255 0.14
H 0.509 -3.703 -1.023 0.14
H -0.208 -2.643 0.338 0.16
C -0.562 1.563 0.951 0.43
N 0.236 0.765 0.243 -0.95
O -0.589 2.801 0.658 -0.80
H -1.400 1.211 1.514 0.08
H 0.590 -0.904 -0.223 0.52
H 0.926 1.403 -0.121 0.33
```